DFT (ωB97M-V/def2-TZVPD) results for an isolated molecule of C4H8O2 in a non-equilibrium geometry.

The geometry in XYZ format:
```
14
Properties=species:S:1:pos:R:3
C 1.6037 0.5529 0.2713
C 0.1115 0.4370 0.2338
C -0.3844 -0.0345 -1.1653
O -1.7666 -0.0250 -1.3387
C -1.3385 -0.9700 1.1847
O -0.1773 -0.4735 1.4309
H 1.9092 0.8706 1.2675
H 1.9433 1.2685 -0.4775
H 2.0498 -0.4259 0.0562
H -0.4496 1.3355 0.4935
H 0.0295 0.6982 -1.8778
H 0.0744 -1.0070 -1.4303
H -2.0767 -0.3883 -0.4751
H -1.5283 -1.8383 1.8267
```

Output
Spin multiplicity: 1
HOMO-LUMO gap in eV: 9.2

***

DFT (ωB97M-V/def2-TZVPD) results for a structure of composition C52H81B3N12O5 in a non-equilibrium geometry.

The geometry in XYZ format:
```
153
Properties=species:S:1:pos:R:3
C 1.2337 0.1302 2.9205
C 2.7062 -0.1351 3.1908
O 3.1208 -0.4892 4.2647
O 3.5716 0.0508 2.1413
C 4.1718 -1.1791 1.6840
C 3.1940 -2.2454 1.1708
C 2.9394 -2.2070 -0.3646
C 2.4269 -0.7675 -0.7336
B 1.1932 -0.7454 -1.7075
O -0.0199 -1.3813 -1.4145
B -0.9985 -0.3961 -1.6309
C -2.5012 -0.8895 -1.6645
C -3.5621 0.2482 -1.6294
C -4.9003 -0.3205 -2.2207
C -6.1756 0.1752 -1.4762
C -7.0540 -1.0037 -0.9849
C -6.9827 -1.2072 0.5752
C -8.3978 -0.9917 1.1681
C -8.7822 0.5101 1.0807
C -10.1447 0.7164 1.8235
C -11.0506 1.6312 0.9573
C -11.6482 0.9049 -0.2618
C -12.1077 1.8402 -1.4222
N -12.3118 3.2332 -1.0455
C -11.6320 4.2182 -1.6911
C -11.9984 5.4197 -1.1437
C -12.9580 5.1509 -0.1102
C -13.1199 3.7902 -0.1165
O -0.6390 0.9612 -1.7748
B 0.4578 1.1381 -2.6118
C 0.9225 2.5030 -3.2693
C 0.9708 3.7210 -2.3558
C 0.2499 4.8500 -2.7526
C 0.2798 6.0055 -2.0040
C 1.0195 6.1144 -0.8415
C 1.7193 4.9911 -0.4273
C 1.6968 3.8253 -1.1793
C 2.5261 2.6512 -0.6764
O 1.1860 -0.0297 -2.9290
H 0.6941 -0.7992 2.7003
H 1.0849 0.8009 2.0645
H 0.7554 0.6073 3.7833
H 4.8528 -1.5365 2.4689
H 4.8115 -0.8955 0.8354
H 3.6639 -3.2184 1.3922
H 2.2125 -2.2616 1.6634
H 2.1638 -2.9506 -0.5968
H 3.8225 -2.4556 -0.9637
H 3.2648 -0.1730 -1.1129
H 2.0734 -0.3098 0.2047
H -2.6644 -1.5063 -2.5633
H -2.6476 -1.5730 -0.8109
H -3.7079 0.6053 -0.6041
H -3.2146 1.0581 -2.2826
H -4.9149 -0.1284 -3.3028
H -4.8560 -1.4154 -2.1159
H -5.9197 0.8776 -0.6725
H -6.7702 0.7303 -2.2175
H -6.7895 -1.9629 -1.4506
H -8.1069 -0.8150 -1.2344
H -6.5904 -2.1991 0.8379
H -6.3248 -0.4223 0.9753
H -8.4168 -1.2850 2.2280
H -9.1315 -1.5525 0.5728
H -8.8673 0.8505 0.0404
H -8.0339 1.1379 1.5842
H -10.6658 -0.2245 2.0382
H -9.9274 1.2693 2.7461
H -10.4785 2.5188 0.6580
H -11.8871 1.9474 1.5968
H -10.9314 0.1830 -0.6844
H -12.5208 0.3135 0.0514
H -11.3390 1.8103 -2.2015
H -13.0423 1.4640 -1.8636
H -10.9121 4.1310 -2.4956
H -11.6594 6.4087 -1.4279
H -13.4817 5.8286 0.5502
H -13.7334 3.1458 0.5038
H 1.9098 2.3479 -3.7289
H 0.2325 2.7295 -4.1008
H -0.3313 4.8550 -3.6729
H -0.2728 6.8692 -2.3689
H 1.0873 7.0136 -0.2345
H 2.3184 5.0165 0.4826
H 1.8223 1.8484 -0.4070
H 3.0022 2.9354 0.2721
H 3.3017 2.3123 -1.3705
C 0.4549 -0.1676 -6.1614
C -0.5156 0.5650 -6.9821
N -1.2817 1.1401 -7.6218
H 1.4200 0.3347 -6.1914
H 0.1098 -0.2087 -5.1316
H 0.5700 -1.1818 -6.5390
C 7.2375 -4.2850 1.2538
C 6.0434 -4.6457 0.4845
N 5.0970 -4.9294 -0.1091
H 7.0334 -4.3811 2.3201
H 8.0624 -4.9440 0.9914
H 7.5210 -3.2551 1.0377
C 3.3044 -4.1281 4.8422
C 4.7641 -4.1679 4.7002
N 5.9103 -4.1993 4.5829
H 2.9701 -3.0940 4.9181
H 2.8399 -4.5927 3.9731
H 3.0055 -4.6639 5.7341
C 10.1979 -7.3694 -0.1573
C 9.9522 -6.9554 1.2275
N 9.7590 -6.6142 2.3111
H 11.1344 -7.9204 -0.2190
H 9.3866 -8.0057 -0.5053
H 10.2572 -6.4915 -0.7973
C 6.0337 0.6333 5.4088
C 7.4866 0.5411 5.2275
N 8.6270 0.4688 5.0813
H 5.7418 1.6742 5.5360
H 5.5250 0.2255 4.5378
H 5.7337 0.0694 6.2898
C 9.7808 -3.0056 -1.7056
C 9.8253 -4.2740 -2.4435
N 9.8601 -5.2738 -3.0158
H 9.5274 -3.1949 -0.6635
H 10.7506 -2.5174 -1.7528
H 9.0322 -2.3484 -2.1391
C 11.8214 0.4176 -0.5266
C 10.4763 0.1849 -1.0622
N 9.4188 0.0020 -1.4806
H 11.9310 1.4636 -0.2477
H 11.9812 -0.2039 0.3528
H 12.5670 0.1694 -1.2800
C 8.6184 -4.3162 7.1151
C 8.7698 -4.3127 8.5740
N 8.8879 -4.3099 9.7198
H 9.5201 -3.9241 6.6487
H 8.4488 -5.3316 6.7626
H 7.7716 -3.6962 6.8281
C -5.3965 2.6786 -5.6305
C -6.4812 2.3142 -4.7128
N -7.3315 2.0280 -3.9901
H -5.4619 2.0793 -6.5366
H -5.4738 3.7318 -5.8932
H -4.4340 2.4998 -5.1545
C 2.4301 8.9910 -3.4882
C 1.0781 8.6993 -3.9705
N 0.0182 8.4733 -4.3548
H 2.5096 10.0447 -3.2270
H 2.6443 8.3863 -2.6079
H 3.1565 8.7600 -4.2650
C -0.6628 -4.9234 4.2797
C 0.2221 -4.7559 5.4369
N 0.9177 -4.6242 6.3456
H -0.3278 -4.2869 3.4623
H -0.6488 -5.9612 3.9518
H -1.6804 -4.6490 4.5510
```

Output
Spin multiplicity: 1
HOMO-LUMO gap in eV: 7.9

***

DFT (ωB97M-V/def2-TZVPD) results for a structure of composition C14H18BN7O2Sn in a non-equilibrium geometry.

The geometry in XYZ format:
```
43
Properties=species:S:1:pos:R:3
C -0.2008 3.2493 -0.7875
N 0.0653 2.0072 -1.2534
N 0.1097 2.0149 -2.6233
C -0.0308 3.3015 -3.0027
C -0.2403 4.1458 -1.8617
B 0.3109 0.6736 -3.4256
N 1.3948 -0.3066 -2.7903
N 1.4571 -0.6302 -1.4641
C 2.5315 -1.4318 -1.2635
C 3.1582 -1.6440 -2.4877
C 2.3966 -0.9437 -3.4250
Sn -0.2092 0.1248 -0.2678
N -0.9570 -0.2393 -3.3006
N -1.4323 -0.8245 -2.1424
C -2.6145 -1.4088 -2.5124
C -2.8254 -1.2762 -3.8943
C -1.7381 -0.5474 -4.3581
H -3.3568 -1.8485 -1.8686
H -1.5158 -0.2307 -5.3658
H -3.6838 -1.6014 -4.4527
H 0.5836 0.8791 -4.5804
H 2.5493 -0.8426 -4.4852
H 0.0361 3.5705 -4.0145
H 4.0580 -2.2211 -2.6383
H -0.3930 5.1873 -1.7416
H 2.8234 -1.8320 -0.3067
H -0.3562 3.4029 0.2585
H -0.7846 -2.0012 0.1132
C -0.2535 -2.1640 1.0147
H 0.4958 -2.9299 0.7712
H 0.3203 -1.4592 1.5819
H -1.0656 -2.4386 1.7163
O -1.3139 0.5457 2.6898
C -2.1817 0.8837 1.8907
C -3.5196 1.5707 2.1467
C -4.1362 1.6807 0.7887
C -3.0376 1.2355 -0.1565
O -2.9867 1.4043 -1.3538
N -2.0504 0.6598 0.5552
H -4.0881 0.9408 2.8358
H -3.4051 2.5546 2.6160
H -5.0094 1.0336 0.6778
H -4.4433 2.6847 0.4939
```

Output
Spin multiplicity: 1
Charge: +4
HOMO-LUMO gap (spin up / spin down) in eV: 4.6 / 3.9

***

DFT (ωB97M-V/def2-TZVPD) results for a cluster of 2 separate species, C2HBrCl2F2 in total in a non-equilibrium geometry.

The geometry in XYZ format:
```
8
Properties=species:S:1:pos:R:3
C -0.7515 -0.3957 -0.0781
C 0.6587 0.0048 0.2359
F -0.8680 -1.7445 0.1344
F 0.9607 0.3377 1.4615
Cl -1.8942 0.4577 0.9807
Cl 0.8782 2.3924 -0.9217
Br 2.0194 -0.8406 -0.6828
H -1.0034 -0.2118 -1.1298
```

Output
Spin multiplicity: 1
HOMO-LUMO gap (spin up / spin down) in eV: 7.6 / 7.6

***

no.,molecular weight (g mol⁻¹)
1,88.11
2,986.73
3,445.87
4,213.84